(P)
# C2H4Cl3NO

A 2-piece molecular cluster, C2H4Cl3NO overall (the ωB97M-V functional and the def2-TZVPD basis, OMol25).

Kohn-Sham gap: 7.758 eV
E_LUMO: -1.1 eV

Bonds (Å) are listed after each position.
Positions of all 11 atoms, in Å:
1 H 0.74 -0.60 -1.13  C3 1.161
2 O 1.97 1.03 -0.31  C3 1.276, H10 0.951
3 C 1.52 -0.16 -0.40  H1 1.161, O2 1.276, H9 1.051
4 N -0.37 -0.21 1.20  C6 1.293, H11 1.018
5 Cl -1.43 -1.46 -1.00  C6 2.067
6 C -1.29 0.11 0.35  N4 1.293, Cl5 2.067, Cl7 1.727, Cl8 1.797
7 Cl -2.94 0.06 0.87  C6 1.727
8 Cl -1.00 1.61 -0.58  C6 1.797
9 H 2.04 -0.86 0.20  C3 1.051
10 H 1.40 1.57 -0.84  O2 0.951
11 H -0.65 -1.08 1.64  N4 1.018

(Q)
# C2H4Cl3NO

One molecule with the formula C2H4Cl3NO (the ωB97M-V functional and the def2-TZVPD basis, OMol25).

Kohn-Sham gap: 10.679 eV
E_LUMO: 0.6 eV
SMILES: OCNC(Cl)(Cl)Cl

Bonds (Å) are listed after each position.
Positions of all 11 atoms, in Å:
1 C -1.03 0.31 -0.42  N2 1.402, O4 1.424, H5 1.042, H11 1.014
2 N -0.03 0.68 0.49  C1 1.402, C8 1.743, H10 0.965
3 H -2.06 -0.95 0.68  O4 1.027
4 O -1.56 -0.99 -0.22  C1 1.424, H3 1.027
5 H -1.78 1.03 -0.28  C1 1.042
6 Cl 1.45 -1.78 -0.26  C8 1.750
7 Cl 2.56 0.25 1.33  C8 1.675
8 C 1.49 -0.06 0.08  N2 1.743, Cl6 1.750, Cl7 1.675, Cl9 1.789
9 Cl 1.98 0.83 -1.40  C8 1.789
10 H -0.41 0.49 1.35  N2 0.965
11 H -0.61 0.19 -1.33  C1 1.014

Relative stability in kJ/mol, measured from the most stable structure: (P) 116.9; (Q) 0.0

(P)
# C4H16N2O5

A 4-piece molecular cluster, C4H16N2O5 overall (the ωB97M-V functional and the def2-TZVPD basis, OMol25).

Kohn-Sham gap: 9.685 eV
E_LUMO: 0.2 eV
SMILES: NC(=O)NCCCO.O.O.O

Bonds (Å) are listed after each position.
Positions of all 27 atoms, in Å:
1 H -0.36 -3.52 0.18  C11 1.092
2 H 1.33 -2.06 1.16  C23 1.091
3 H 1.33 0.35 0.94  C13 1.089
4 H -1.35 -2.15 -0.33  C11 1.094
5 O -0.77 -0.31 -3.10  H24 0.981, H27 0.959
6 H -0.90 0.16 -1.02  N10 1.011
7 H 1.42 -0.37 -0.61  C13 1.090
8 O -2.41 1.45 0.30  C12 1.218
9 H 0.67 2.68 -2.74  O15 0.978
10 N -0.42 0.52 -0.20  H6 1.011, C12 1.389, C13 1.447
11 C -0.32 -2.49 -0.19  H1 1.092, H4 1.094, O16 1.427, C23 1.526
12 C -1.30 1.13 0.68  O8 1.218, N10 1.389, N25 1.363
13 C 0.74 -0.23 0.23  H3 1.089, H7 1.090, N10 1.447, C23 1.528
14 H -0.40 2.21 -1.73  O15 0.961
15 O -0.24 2.34 -2.67  H9 0.978, H14 0.961
16 O 0.39 -2.58 -1.43  C11 1.427, H17 0.966
17 H 0.12 -1.84 -1.99  O16 0.966
18 H 1.90 0.54 3.93  O26 0.970
19 H -0.25 -1.48 1.68  C23 1.093
20 H -1.47 1.96 2.49  N25 1.008
21 H 2.86 1.16 2.91  O26 0.958
22 H 0.11 1.32 2.23  N25 1.010
23 C 0.40 -1.60 0.82  H2 1.091, C11 1.526, C13 1.528, H19 1.093
24 H -0.57 0.65 -3.10  O5 0.981
25 N -0.86 1.37 1.95  C12 1.363, H20 1.008, H22 1.010
26 O 1.95 1.18 3.19  H18 0.970, H21 0.958
27 H -1.60 -0.41 -3.57  O5 0.959

(Q)
# C4H16N2O5

A 4-piece molecular cluster, C4H16N2O5 overall (the ωB97M-V functional and the def2-TZVPD basis, OMol25).

Kohn-Sham gap: 10.155 eV
E_LUMO: 0.3 eV
SMILES: NC(=O)C[C@@H](N)CO.O.O.O

Bonds (Å) are listed after each position.
Positions of all 27 atoms, in Å:
1 C 0.31 -1.50 -0.73  C13 1.524, H17 1.087, C22 1.587, H25 1.085
2 H -2.27 0.07 -0.10  C3 1.086
3 C -2.00 -0.92 0.25  H2 1.086, O6 1.425, C22 1.551, H27 1.084
4 H -2.66 -0.45 2.00  O6 0.966
5 H -1.37 2.54 1.58  O9 0.965
6 O -2.73 -1.22 1.43  C3 1.425, H4 0.966
7 H 0.88 0.30 1.41  N19 1.007
8 H -0.17 1.02 0.36  N19 1.033
9 O -1.81 3.35 1.30  H5 0.965, H14 0.960
10 H -0.35 2.05 -1.70  O15 0.968
11 H -1.24 3.24 -1.13  O15 0.958
12 O 3.41 -1.73 1.48  H18 0.960, H21 0.958
13 C 1.20 -0.48 -1.42  C1 1.524, O16 1.221, N20 1.360
14 H -2.64 3.05 0.92  O9 0.960
15 O -1.20 2.30 -1.32  H10 0.968, H11 0.958
16 O 0.82 0.52 -2.01  C13 1.221
17 H -0.39 -1.78 -1.51  C1 1.087
18 H 2.72 -1.10 1.31  O12 0.960
19 N -0.08 0.30 1.10  H7 1.007, H8 1.033, C22 1.457
20 N 2.53 -0.79 -1.35  C13 1.360, H24 1.009, H26 1.005
21 H 3.91 -1.40 2.23  O12 0.958
22 C -0.48 -0.99 0.55  C1 1.587, C3 1.551, N19 1.457, H23 1.076
23 H -0.44 -1.81 1.24  C22 1.076
24 H 2.90 -1.53 -0.77  N20 1.009
25 H 0.84 -2.41 -0.46  C1 1.085
26 H 3.18 -0.16 -1.78  N20 1.005
27 H -2.24 -1.67 -0.50  C3 1.084

Relative stability in kJ/mol, measured from the most stable structure: (P) 0.0; (Q) 88.6

(P)
# C6H10NO

An isolated ion of composition C6H10NO and charge +1 (the ωB97M-V functional and the def2-TZVPD basis, OMol25).

Kohn-Sham gap: 9.258 eV
Net charge: +1
E_LUMO: -5.0 eV
SMILES: C#[N+]C(C)(C)C(C)=O

Bonds (Å) are listed after each position.
Positions of all 18 atoms, in Å:
1 C 1.92 1.07 0.88  N7 1.142, H15 1.051
2 C 0.15 -0.37 0.03  C6 1.555, N7 1.346, C8 1.610, C10 1.582
3 H -0.04 -0.20 -2.18  C6 1.042
4 O -2.22 -0.26 0.60  C8 1.195
5 H 1.08 -1.32 1.81  C10 1.117
6 C 0.27 -0.87 -1.44  C2 1.555, H3 1.042, H11 1.092, H16 1.074
7 N 1.16 0.49 0.25  C1 1.142, C2 1.346
8 C -1.28 0.35 0.19  C2 1.610, O4 1.195, C14 1.465
9 H -0.32 2.04 -0.60  C14 1.067
10 C 0.35 -1.59 1.01  C2 1.582, H5 1.117, H13 1.101, H17 1.011
11 H 1.24 -1.14 -1.86  C6 1.092
12 H -1.99 2.10 -1.01  C14 1.112
13 H -0.55 -1.88 1.57  C10 1.101
14 C -1.28 1.75 -0.23  C8 1.465, H9 1.067, H12 1.112, H18 1.114
15 H 2.71 1.61 1.31  C1 1.051
16 H -0.34 -1.76 -1.45  C6 1.074
17 H 0.71 -2.35 0.44  C10 1.011
18 H -1.57 2.33 0.68  C14 1.114

(Q)
# C6H10NO

An isolated ion of composition C6H10NO and charge +1 (the ωB97M-V functional and the def2-TZVPD basis, OMol25).

Kohn-Sham gap: 10.315 eV
Net charge: +1
E_LUMO: -3.7 eV
SMILES: C#C[C@](C)(C=O)[NH2+]C

Bonds (Å) are listed after each position.
Positions of all 18 atoms, in Å:
1 C 1.05 2.46 0.76  H7 0.998, C15 1.215
2 O -2.86 -0.37 0.56  C16 1.194
3 H -0.15 -1.40 -0.27  N14 1.029
4 H -2.71 1.59 -0.15  C16 1.095
5 H -0.96 1.33 -2.22  C10 1.207
6 C -0.52 0.55 -0.17  C10 1.553, N14 1.592, C15 1.445, C16 1.835
7 H 1.80 3.11 0.89  C1 0.998
8 H 0.63 0.52 -2.12  C10 1.110
9 C 0.89 -1.26 1.53  H11 1.155, H13 1.053, N14 1.519, H17 1.076
10 C -0.40 0.39 -1.72  H5 1.207, C6 1.553, H8 1.110, H18 1.237
11 H 1.35 -2.29 1.27  C9 1.155
12 H -1.07 -1.02 1.14  N14 1.045
13 H 1.64 -0.55 1.31  C9 1.053
14 N -0.20 -0.82 0.58  H3 1.029, C6 1.592, C9 1.519, H12 1.045
15 C 0.25 1.68 0.29  C1 1.215, C6 1.445
16 C -2.31 0.63 0.20  O2 1.194, H4 1.095, C6 1.835
17 H 0.59 -1.20 2.57  C9 1.076
18 H -1.08 -0.59 -2.04  C10 1.237

Relative stability in kJ/mol, measured from the most stable structure: (P) 0.0; (Q) 145.0